1.
134
Properties=species:S:1:pos:R:3 method="wB97M-V/def2-TZVPD" gap_ev=6.3 energy_ha=-6668.803435 relative_energy_kj_mol=255.4 smiles="CCCCOc1c2c(c(Cl)c(Cc3ccccc3C)c1[C@H](Cl)[C@H](C)Cl)C(=O)C(P(O)(O)=S)=C(B(N)O)C2=O.COP(=O)(OC)OC.COP(=O)(OC)OC.COP(=O)(OC)OC.COP(=O)(OC)OC"
C -0.201 0.554 4.254
C -1.160 0.107 3.126
C -1.837 1.299 2.412
C -1.246 1.621 1.036
O -2.074 1.205 -0.069
C -1.817 -0.104 -0.401
C -2.748 -1.074 -0.036
C -2.489 -2.423 -0.365
C -1.309 -2.728 -1.021
Cl -1.012 -4.398 -1.434
C -0.373 -1.760 -1.388
C 0.890 -2.192 -2.101
C 1.730 -3.131 -1.239
C 1.692 -3.104 0.153
C 2.454 -3.942 0.946
C 3.289 -4.883 0.355
C 3.310 -4.942 -1.029
C 2.557 -4.092 -1.827
C 2.669 -4.267 -3.327
C -0.630 -0.422 -1.095
C 0.251 0.756 -1.481
Cl 0.229 0.817 -3.306
C 1.744 0.718 -1.061
C 2.048 0.122 0.325
Cl 2.264 2.474 -1.003
C -3.534 -3.437 -0.005
O -3.743 -4.439 -0.629
C -4.414 -3.150 1.192
P -5.113 -4.582 2.067
O -4.241 -5.914 1.761
O -5.062 -4.359 3.666
S -6.874 -4.902 1.400
C -4.633 -1.866 1.490
B -5.563 -1.372 2.689
N -6.973 -1.741 2.814
O -4.929 -0.586 3.649
C -4.024 -0.753 0.690
O -4.564 0.323 0.700
H -0.110 -0.201 5.036
H -0.544 1.474 4.731
H 0.783 0.738 3.814
H -1.922 -0.508 3.621
H -0.634 -0.570 2.445
H -1.679 2.185 3.033
H -2.911 1.126 2.369
H -1.066 2.696 0.967
H -0.262 1.154 0.960
H 1.482 -1.357 -2.461
H 0.571 -2.744 -2.991
H 1.060 -2.368 0.638
H 2.391 -3.859 2.025
H 3.895 -5.526 0.979
H 3.956 -5.696 -1.467
H 3.660 -4.626 -3.601
H 1.981 -5.072 -3.617
H 2.392 -3.388 -3.904
H -0.175 1.701 -1.173
H 2.362 0.292 -1.842
H 2.776 -0.678 0.197
H 1.169 -0.181 0.886
H 2.551 0.881 0.926
H -3.481 -5.898 2.365
H -4.162 -4.293 4.020
H -7.543 -0.904 2.707
H -7.101 -2.083 3.764
H -5.294 0.305 3.664
C 7.914 -0.943 1.330
O 7.502 -2.031 0.483
P 6.325 -1.713 -0.656
O 5.872 -3.083 -0.972
O 7.431 -1.132 -1.706
C 8.525 -1.956 -2.092
O 5.148 -0.793 -1.339
C 5.435 0.483 -1.941
H 8.781 -1.268 1.899
H 8.185 -0.066 0.734
H 7.115 -0.679 2.025
H 8.277 -3.014 -2.017
H 9.396 -1.737 -1.472
H 8.768 -1.718 -3.126
H 5.835 0.327 -2.940
H 6.133 1.065 -1.344
H 4.498 1.032 -2.022
C -4.280 8.123 2.642
O -3.328 7.331 1.903
P -3.518 5.655 1.912
O -2.114 5.381 1.454
O -4.545 5.760 0.645
C -4.186 6.536 -0.494
O -3.930 4.062 2.091
C -5.225 3.559 1.746
H -4.103 9.168 2.404
H -5.304 7.858 2.362
H -4.143 7.978 3.714
H -3.105 6.604 -0.608
H -4.612 7.537 -0.417
H -4.609 6.046 -1.369
H -5.275 3.403 0.671
H -6.024 4.222 2.071
H -5.341 2.595 2.240
C 0.422 7.224 2.088
O 0.534 8.636 2.396
P 0.204 9.085 3.951
O -0.040 10.534 3.793
O 1.708 8.735 4.473
C 2.820 9.377 3.861
O -0.449 8.783 5.423
C 0.116 7.813 6.318
H 0.809 7.057 1.086
H 1.003 6.630 2.802
H -0.623 6.920 2.121
H 2.543 10.345 3.442
H 3.234 8.742 3.077
H 3.580 9.523 4.626
H 0.968 8.251 6.832
H 0.417 6.908 5.796
H -0.646 7.561 7.055
C -1.740 -5.953 -5.459
O -0.594 -5.443 -6.173
P 0.667 -6.490 -6.442
O 1.760 -5.542 -6.743
O -0.025 -7.127 -7.772
C -0.375 -6.268 -8.851
O 1.485 -7.868 -6.119
C 0.966 -9.161 -6.470
H -2.525 -5.203 -5.498
H -2.103 -6.878 -5.915
H -1.475 -6.135 -4.416
H 0.254 -5.378 -8.876
H -1.423 -5.977 -8.774
H -0.239 -6.828 -9.775
H 1.151 -9.348 -7.525
H -0.096 -9.243 -6.255
H 1.505 -9.902 -5.883

=====

2.
123
Properties=species:S:1:pos:R:3 method="wB97M-V/def2-TZVPD" gap_ev=10.2 energy_ha=-3021.389330 relative_energy_kj_mol=34.4 smiles="C[C@H]1COC(=O)O1.C[C@H]1COC(=O)O1.C[C@H]1COC(=O)O1.COC(=O)OC.COC(=O)OC.COC(=O)OC.CCCC#N.CCCC#N.CCCC#N.CCCC#N"
C 1.713 -26.822 -6.687
C 2.453 -26.247 -5.478
C 3.612 -27.105 -4.998
O 4.647 -26.188 -4.964
C 4.298 -24.990 -5.420
O 5.060 -24.071 -5.689
O 3.019 -25.005 -5.788
H 2.268 -26.814 -7.595
H 0.847 -26.182 -6.914
H 1.236 -27.741 -6.506
H 1.745 -26.040 -4.589
H 3.841 -28.044 -5.592
H 3.415 -27.498 -4.041
C 7.661 -22.122 -13.425
C 8.966 -21.468 -13.008
C 9.204 -19.975 -13.122
O 9.664 -19.631 -11.834
C 9.659 -20.706 -11.052
O 9.917 -20.796 -9.880
O 9.198 -21.775 -11.676
H 6.906 -21.759 -12.704
H 7.830 -23.196 -13.369
H 7.279 -21.855 -14.377
H 9.805 -21.990 -13.454
H 8.362 -19.369 -13.318
H 9.977 -19.656 -13.860
C 12.420 -24.141 -6.420
C 11.416 -23.836 -5.268
C 10.247 -24.826 -5.053
O 10.272 -25.251 -3.735
C 11.282 -24.669 -3.155
O 11.599 -24.815 -1.946
O 11.978 -23.913 -3.964
H 12.020 -24.029 -7.440
H 12.886 -25.130 -6.209
H 13.241 -23.438 -6.422
H 10.979 -22.862 -5.400
H 10.242 -25.696 -5.656
H 9.333 -24.258 -5.227
C 3.071 -27.836 -0.597
O 4.032 -28.218 -1.484
C 5.091 -27.505 -1.691
O 5.318 -26.315 -1.085
O 5.948 -28.030 -2.629
C 7.210 -27.468 -2.857
H 2.769 -26.746 -0.587
H 3.365 -27.989 0.400
H 2.201 -28.498 -0.822
H 7.698 -27.117 -1.962
H 6.956 -26.538 -3.381
H 7.816 -28.037 -3.522
C 5.265 -18.082 -11.918
O 5.972 -19.183 -11.541
C 5.778 -19.714 -10.361
O 4.759 -19.299 -9.478
O 6.560 -20.736 -10.101
C 6.735 -21.204 -8.802
H 5.746 -17.488 -12.716
H 5.151 -17.394 -11.127
H 4.294 -18.324 -12.238
H 5.798 -21.699 -8.460
H 7.002 -20.488 -8.061
H 7.592 -21.882 -8.810
C 7.198 -26.878 -6.647
O 8.364 -26.431 -7.373
C 8.428 -25.224 -7.837
O 7.458 -24.200 -7.528
O 9.502 -25.010 -8.639
C 9.722 -23.701 -9.119
H 7.271 -27.924 -6.267
H 6.321 -27.038 -7.268
H 6.943 -26.292 -5.816
H 9.885 -22.904 -8.377
H 8.970 -23.341 -9.778
H 10.657 -23.695 -9.768
C 6.175 -19.958 -5.436
C 6.253 -21.130 -4.504
C 7.476 -22.003 -4.725
C 7.383 -23.195 -3.854
N 7.386 -24.106 -3.112
H 5.370 -19.247 -5.227
H 5.873 -20.402 -6.326
H 7.165 -19.504 -5.476
H 5.381 -21.791 -4.700
H 6.234 -20.760 -3.482
H 8.369 -21.504 -4.454
H 7.538 -22.370 -5.772
C 12.316 -18.073 -4.449
C 10.998 -17.647 -5.019
C 9.872 -18.628 -4.816
C 9.930 -19.731 -5.792
N 10.036 -20.556 -6.602
H 13.026 -17.240 -4.630
H 12.613 -18.986 -5.053
H 12.192 -18.501 -3.465
H 11.216 -17.442 -6.067
H 10.621 -16.699 -4.542
H 8.806 -18.231 -4.807
H 9.881 -19.081 -3.764
C 6.268 -23.954 -11.029
C 5.356 -24.686 -11.932
C 5.313 -26.177 -11.863
C 4.769 -26.666 -10.553
N 4.380 -27.015 -9.555
H 6.175 -24.122 -9.983
H 6.023 -22.930 -11.107
H 7.342 -24.054 -11.309
H 5.528 -24.367 -12.978
H 4.317 -24.330 -11.761
H 6.303 -26.608 -12.030
H 4.658 -26.498 -12.689
C 14.044 -21.907 -9.359
C 13.977 -20.796 -8.338
C 12.635 -20.099 -8.374
C 12.433 -19.154 -9.476
N 12.215 -18.345 -10.271
H 13.443 -22.766 -9.042
H 15.066 -22.305 -9.454
H 13.612 -21.635 -10.321
H 14.714 -20.043 -8.509
H 14.056 -21.256 -7.362
H 12.422 -19.499 -7.472
H 11.784 -20.831 -8.303